[1]
DFT (wB97M-V/def2-TZVPD) results for one molecule with the formula C5H7NO.

XYZ file:
```
14
Properties=species:S:1:pos:R:3:nbo_charge:R:1
C -1.65 -0.42 0.45 -0.61
C -0.28 -0.96 0.05 -0.40
C 0.68 0.14 -0.37 0.11
C 0.22 0.97 -1.49 0.26
N -0.18 1.61 -2.36 -0.30
C 1.64 0.73 0.57 -0.08
O 2.05 -0.20 -0.42 -0.45
H -1.57 0.28 1.29 0.21
H -2.31 -1.24 0.75 0.22
H -2.13 0.11 -0.38 0.22
H 0.19 -1.49 0.88 0.22
H -0.37 -1.67 -0.78 0.22
H 1.98 1.76 0.41 0.20
H 1.65 0.37 1.59 0.19
```

Output
Gap between HOMO and LUMO (eV): 11.96
SMILES: CC[C@@]1(C#N)CO1
Charge: 0
Relative energy (zero: lowest compared OMol25 entry of this formula, charge and spin) (eV): 1.687


[2]
DFT (wB97M-V/def2-TZVPD) results for C5H7NO as an isolated structure.

XYZ file:
```
14
Properties=species:S:1:pos:R:3:nbo_charge:R:1
O -1.55 0.15 1.65 -0.54
C -0.41 -0.22 1.51 0.42
C -0.18 -1.22 0.42 -0.52
C 0.39 -0.56 -0.81 -0.06
C -0.33 0.78 -1.09 -0.50
C 0.83 1.27 -0.28 0.08
N 1.55 0.21 -0.27 -0.37
H -1.24 -1.44 0.30 0.24
H 0.37 0.01 2.26 0.14
H 0.41 -2.07 0.80 0.23
H 0.61 -1.24 -1.64 0.21
H -1.36 0.94 -0.77 0.24
H -0.22 1.15 -2.12 0.23
H 1.14 2.25 0.03 0.19
```

Output
Gap between HOMO and LUMO (eV): 10.70
Charge: 0
Relative energy (zero: lowest compared OMol25 entry of this formula, charge and spin) (eV): 2.595


[3]
DFT (wB97M-V/def2-TZVPD) results for one molecule with the formula C5H7NO.

XYZ file:
```
14
Properties=species:S:1:pos:R:3:nbo_charge:R:1
C 2.00 1.66 0.41 -0.27
C 1.61 0.52 0.38 0.01
C 1.00 -0.81 0.33 -0.50
C -0.49 -0.73 0.69 -0.21
N -1.17 0.31 -0.05 -0.62
C -1.67 0.08 -1.30 0.53
O -1.76 -1.01 -1.82 -0.61
H 2.37 2.66 0.44 0.24
H 1.52 -1.49 1.02 0.24
H 1.10 -1.23 -0.68 0.25
H -0.98 -1.68 0.45 0.23
H -0.61 -0.53 1.76 0.20
H -0.92 1.26 0.17 0.40
H -2.01 1.01 -1.80 0.11
```

Output
Gap between HOMO and LUMO (eV): 10.73
SMILES: C#CCCNC=O
Charge: 0
Relative energy (zero: lowest compared OMol25 entry of this formula, charge and spin) (eV): 1.707


[4]
DFT (wB97M-V/def2-TZVPD) results for one molecule with the formula C5H7NO.

XYZ file:
```
14
Properties=species:S:1:pos:R:3:nbo_charge:R:1
C -1.28 -1.30 0.21 -0.60
C -0.46 0.01 0.13 -0.37
C -1.24 1.21 -0.14 0.28
N -1.73 2.26 -0.02 -0.33
C 0.88 -0.10 -0.60 -0.50
C 1.82 0.87 0.09 0.44
O 1.44 1.62 0.96 -0.51
H -2.33 -1.11 0.46 0.23
H -0.85 -1.95 0.98 0.22
H -1.28 -1.89 -0.73 0.22
H -0.08 0.51 1.07 0.30
H 1.29 -1.12 -0.51 0.24
H 0.92 0.11 -1.68 0.25
H 2.88 0.87 -0.22 0.13
```

Output
Gap between HOMO and LUMO (eV): 11.12
SMILES: C[C@H](C#N)CC=O
Charge: 0
Relative energy (zero: lowest compared OMol25 entry of this formula, charge and spin) (eV): 1.510


[5]
DFT (wB97M-V/def2-TZVPD) results for one molecule with the formula C5H7NO.

XYZ file:
```
14
Properties=species:S:1:pos:R:3:nbo_charge:R:1
C 0.92 -1.68 1.18 -0.62
C 0.54 -0.35 0.61 -0.08
C 1.33 0.64 0.13 0.03
O 0.59 1.42 -0.78 -0.43
C -0.67 0.93 -0.77 0.47
N -1.68 1.44 -1.57 -0.83
C -0.77 -0.12 0.08 -0.40
H 0.06 -2.17 1.65 0.21
H 1.75 -1.65 1.88 0.22
H 1.21 -2.32 0.33 0.22
H 2.40 0.81 0.19 0.20
H -1.51 2.26 -2.12 0.39
H -2.57 1.47 -1.08 0.39
H -1.66 -0.70 0.27 0.22
```

Output
Gap between HOMO and LUMO (eV): 8.61
SMILES: Cc1coc(N)c1
Charge: 0
Relative energy (zero: lowest compared OMol25 entry of this formula, charge and spin) (eV): 0.955


[6]
DFT (wB97M-V/def2-TZVPD) results for a 2-piece molecular cluster, C5H7NO overall.

XYZ file:
```
14
Properties=species:S:1:pos:R:3:nbo_charge:R:1
C -0.43 1.85 0.58 0.23
C -0.76 -0.68 -0.14 -0.26
C -1.03 -1.94 -0.38 0.06
C 0.55 0.88 0.93 -0.18
C 1.88 0.81 0.26 -0.64
N -1.24 2.59 0.22 -0.30
O -1.90 -2.29 -1.35 -0.67
H -1.29 0.02 -0.78 0.15
H 0.51 0.51 1.95 0.24
H -0.80 -2.66 0.35 0.19
H 2.76 1.16 0.92 0.22
H 1.74 1.43 -0.51 0.22
H 2.12 -0.20 -0.08 0.25
H -2.12 -1.50 -1.98 0.49
```

Output
Gap between HOMO and LUMO (spin up / spin down) (eV): 8.66 / 8.66
Charge: 0
Relative energy (zero: lowest compared OMol25 entry of this formula, charge and spin) (eV): 5.098


[7]
DFT (wB97M-V/def2-TZVPD) results for one molecule with the formula C5H7NO.

XYZ file:
```
14
Properties=species:S:1:pos:R:3:nbo_charge:R:1
C 1.16 1.10 1.08 -0.60
C 0.24 0.06 0.49 -0.25
C -0.86 -0.32 1.08 0.44
N -1.89 -0.76 1.60 -0.62
C 0.53 -0.52 -0.87 -0.51
C -0.68 -0.62 -1.79 0.45
O -1.80 -0.31 -1.50 -0.52
H 0.87 1.36 2.10 0.23
H 1.15 2.02 0.48 0.21
H 2.20 0.74 1.11 0.21
H -2.71 -0.26 1.26 0.38
H 1.28 0.09 -1.40 0.24
H 0.97 -1.53 -0.82 0.24
H -0.45 -1.02 -2.80 0.11
```

Output
Gap between HOMO and LUMO (eV): 9.42
SMILES: CC(=C=N)CC=O
Charge: 0
Relative energy (zero: lowest compared OMol25 entry of this formula, charge and spin) (eV): 1.838


[8]
DFT (wB97M-V/def2-TZVPD) results for one molecule with the formula C5H7NO.

XYZ file:
```
14
Properties=species:S:1:pos:R:3:nbo_charge:R:1
N 2.23 -1.24 0.83 -0.63
C 1.04 -0.96 0.70 0.42
C -0.21 -0.57 0.64 -0.43
C -0.71 0.46 -0.33 -0.27
C 0.34 1.25 -1.14 -0.05
O -0.11 0.68 -2.38 -0.53
C -1.15 -0.06 -1.72 -0.05
H 2.57 -1.99 0.21 0.38
H -0.92 -1.09 1.27 0.25
H -1.46 1.10 0.16 0.22
H 0.22 2.34 -1.13 0.18
H 1.38 1.00 -0.92 0.18
H -2.15 0.24 -2.06 0.17
H -1.02 -1.14 -1.84 0.17
```

Output
Gap between HOMO and LUMO (eV): 9.86
SMILES: N=C=CC1COC1
Charge: 0
Relative energy (zero: lowest compared OMol25 entry of this formula, charge and spin) (eV): 2.735


Number 1: strongest force on any atom 1.161 eV Å⁻¹. Number 2: strongest force on any atom 1.388 eV Å⁻¹. Number 3: strongest force on any atom 0.582 eV Å⁻¹. Number 4: strongest force on any atom 1.985 eV Å⁻¹. Number 5: strongest force on any atom 0.609 eV Å⁻¹. Number 6: strongest force on any atom 4.289 eV Å⁻¹. Number 7: strongest force on any atom 0.607 eV Å⁻¹. Number 8: strongest force on any atom 0.611 eV Å⁻¹.